Entry 1:
Density functional theory data (wB97M-V/def2-TZVPD) for a structure of composition C28H24Cl3F5Ge2N6O6W at a distorted geometry.

HOMO (alpha / beta), eV: -4.17 / -4.50
HOMO-LUMO gap (alpha / beta), eV: 5.7 / 6.3
E_tot, eV: -216668.822
<S²>: 0.792
Charge: -1
LUMO (alpha / beta), eV: 1.538 / 1.760
Relative energy (zero: lowest compared OMol25 entry of this formula, charge and spin), kJ/mol: 185.8
Spin multiplicity: 2

Each line ends with the Löwdin charge.
CARTESIAN COORDINATES (ANGSTROEM)
1 W -0.293 -0.518 0.716  1.47
2 O 1.950 -6.157 -0.877  0.09
3 C 1.510 -4.934 -0.528  -0.28
4 C 2.274 -3.780 -0.685  0.08
5 C 1.722 -2.592 -0.296  -0.17
6 N 0.520 -2.493 0.227  0.02
7 C -0.215 -3.581 0.350  -0.16
8 C 0.225 -4.825 -0.011  0.09
9 C -1.616 -3.258 0.869  -0.58
10 O -2.438 -4.130 1.035  0.10
11 O -1.743 -1.993 1.063  -0.27
12 C 2.384 -1.228 -0.436  -0.56
13 O 3.482 -1.078 -0.929  0.09
14 O 1.615 -0.299 0.001  -0.22
15 H 2.861 -6.097 -1.185  0.12
16 H 3.279 -3.786 -1.094  0.14
17 H -0.426 -5.683 0.101  0.14
18 Cl -4.619 0.299 2.759  -0.11
19 Ge -2.476 0.566 2.067  0.03
20 Cl -3.101 0.360 -0.212  0.03
21 Cl -2.628 2.840 2.278  -0.03
22 C 0.396 1.872 3.882  -0.24
23 Ge 1.007 1.995 2.022  0.71
24 C 2.871 1.420 2.083  -0.22
25 C 1.228 3.942 1.811  -0.23
26 C -0.271 1.417 0.578  -0.55
27 H 1.259 1.607 4.500  0.02
28 H -0.401 1.154 4.073  -0.02
29 H 0.035 2.858 4.178  0.01
30 H 3.322 1.921 2.943  0.02
31 H 3.387 1.742 1.176  0.02
32 H 3.002 0.341 2.178  0.00
33 H 1.851 4.329 2.624  0.02
34 H 0.250 4.428 1.852  0.01
35 H 1.704 4.190 0.857  0.01
36 H -0.530 2.283 -0.015  -0.01
37 F 1.647 -4.253 6.662  0.11
38 C 1.325 -3.461 5.628  -0.15
39 C 2.194 -3.303 4.574  -0.15
40 F 3.364 -3.957 4.569  0.11
41 C 1.864 -2.472 3.523  -0.13
42 F 2.732 -2.359 2.505  0.11
43 C 0.662 -1.756 3.485  -0.24
44 O 0.417 -0.918 2.520  -0.26
45 C -0.220 -1.974 4.548  -0.13
46 F -1.409 -1.378 4.568  0.11
47 C 0.114 -2.798 5.607  -0.14
48 F -0.739 -2.957 6.623  0.12
49 C 0.646 1.377 -2.393  0.02
50 C -0.264 0.206 -2.534  -0.29
51 N -0.602 -0.635 -1.580  -0.03
52 C -1.414 -1.600 -2.132  -0.14
53 C -1.598 -1.334 -3.439  -0.04
54 N -0.887 -0.169 -3.690  0.00
55 C -0.932 0.471 -4.998  -0.06
56 N -0.810 1.899 -4.917  -0.08
57 N 0.231 2.542 -5.480  0.04
58 N 0.136 3.792 -5.243  0.08
59 C -1.006 3.998 -4.469  -0.24
60 C -1.533 5.168 -3.912  -0.02
61 C -2.662 5.038 -3.144  -0.07
62 C -3.272 3.773 -2.927  -0.06
63 C -2.769 2.622 -3.472  0.00
64 C -1.613 2.777 -4.258  -0.20
65 H 1.250 1.234 -1.505  0.06
66 H 0.078 2.299 -2.273  0.08
67 H 1.296 1.474 -3.261  0.09
68 H -1.837 -2.400 -1.553  0.11
69 H -2.185 -1.824 -4.197  0.12
70 H -1.909 0.223 -5.409  0.14
71 H -0.159 0.111 -5.671  0.14
72 H -1.053 6.126 -4.071  0.11
73 H -3.091 5.912 -2.672  0.10
74 H -4.151 3.713 -2.298  0.11
75 H -3.216 1.657 -3.271  0.10


Entry 2:
Density functional theory data (wB97M-V/def2-TZVPD) for a structure of composition C25H45Cl2PPt at a distorted geometry.

HOMO (alpha / beta), eV: -6.36 / -9.15
HOMO-LUMO gap (alpha / beta), eV: 7.0 / 6.0
E_tot, eV: -64231.648
<S²>: 6.021
LUMO (alpha / beta), eV: 0.607 / -3.114
Relative energy (zero: lowest compared OMol25 entry of this formula, charge and spin), kJ/mol: 0.0
Spin multiplicity: 5

Each line ends with the Löwdin charge.
CARTESIAN COORDINATES (ANGSTROEM)
1 Pt -0.200 -0.069 0.211  0.85
2 Cl 1.683 -1.432 -0.181  0.20
3 P 0.449 1.100 -1.864  0.98
4 C -1.289 -1.603 0.283  -0.40
5 H -2.369 -1.495 0.466  -0.01
6 H -0.855 -2.589 0.154  -0.01
7 C 0.381 2.993 -1.688  -0.42
8 C -0.589 0.626 -3.370  -0.41
9 C -1.052 3.525 -1.615  -0.25
10 H 0.836 3.104 -0.687  0.11
11 C -1.065 4.945 -1.047  -0.20
12 H -1.510 3.526 -2.615  0.10
13 H -1.662 2.870 -0.977  -0.01
14 C -0.187 5.895 -1.859  -0.20
15 H -2.093 5.312 -0.999  0.11
16 H -0.697 4.905 -0.015  0.12
17 C 1.207 5.323 -2.129  -0.19
18 H -0.680 6.099 -2.817  0.11
19 H -0.099 6.854 -1.338  0.11
20 C 1.197 3.879 -2.643  -0.21
21 H 1.749 5.964 -2.831  0.11
22 H 1.774 5.344 -1.191  0.11
23 H 0.761 3.850 -3.653  0.11
24 H 2.231 3.528 -2.741  0.08
25 C 2.234 0.763 -2.453  -0.45
26 C -0.699 1.631 -4.531  -0.21
27 H -0.022 -0.246 -3.744  0.12
28 C -1.456 1.015 -5.717  -0.20
29 H -1.243 2.526 -4.201  0.10
30 H 0.288 1.976 -4.872  0.09
31 C -2.836 0.473 -5.333  -0.20
32 H -1.559 1.757 -6.517  0.11
33 H -0.856 0.195 -6.130  0.11
34 C -2.790 -0.430 -4.101  -0.20
35 H -3.507 1.318 -5.133  0.11
36 H -3.267 -0.078 -6.177  0.11
37 C -1.982 0.158 -2.937  -0.24
38 H -3.806 -0.635 -3.752  0.11
39 H -2.353 -1.395 -4.380  0.11
40 H -2.530 1.013 -2.513  0.10
41 H -1.900 -0.573 -2.120  0.06
42 C 3.247 1.344 -1.450  -0.24
43 H 2.246 -0.332 -2.334  0.04
44 C 4.670 0.843 -1.713  -0.20
45 H 3.243 2.441 -1.510  0.10
46 H 2.957 1.074 -0.426  0.07
47 C 5.116 1.030 -3.163  -0.20
48 H 5.362 1.355 -1.037  0.11
49 H 4.715 -0.222 -1.456  0.11
50 C 4.077 0.528 -4.168  -0.19
51 H 5.305 2.094 -3.346  0.11
52 H 6.070 0.512 -3.322  0.11
53 C 2.660 1.056 -3.900  -0.20
54 H 4.386 0.787 -5.186  0.11
55 H 4.048 -0.566 -4.123  0.12
56 H 2.648 2.137 -4.101  0.10
57 H 1.965 0.603 -4.621  0.10
58 C 0.205 0.374 2.344  -0.33
59 C -0.364 -0.864 2.206  -0.39
60 H -0.475 1.238 2.412  0.06
61 C 0.395 -2.181 2.581  -0.21
62 H -1.409 -0.940 2.493  0.10
63 C 1.574 -1.916 3.524  -0.19
64 H -0.283 -2.903 3.056  0.11
65 H 0.777 -2.668 1.666  0.03
66 C 2.396 -0.709 3.049  -0.22
67 H 1.194 -1.685 4.525  0.11
68 H 2.213 -2.806 3.617  0.11
69 C 1.575 0.591 2.902  -0.20
70 H 3.178 -0.495 3.791  0.11
71 H 2.838 -0.925 2.071  0.05
72 H 1.550 1.019 3.899  0.11
73 H 2.097 1.345 2.297  0.11
74 Cl -2.149 1.182 0.552  0.13


Entry 3:
Density functional theory data (wB97M-V/def2-TZVPD) for a structure of composition C17H35EuN5O2PS2 at a distorted geometry.

HOMO (alpha / beta), eV: -9.12 / -10.10
HOMO-LUMO gap (alpha / beta), eV: 6.0 / 7.0
E_tot, eV: -80026.895
<S²>: 15.760
Charge: +1
LUMO (alpha / beta), eV: -3.113 / -3.116
Relative energy (zero: lowest compared OMol25 entry of this formula, charge and spin), kJ/mol: 42.6
Spin multiplicity: 8

Each line ends with the Löwdin charge.
CARTESIAN COORDINATES (ANGSTROEM)
1 Eu -0.005 0.035 0.059  1.32
2 C -1.489 0.330 -5.546  -0.43
3 S -0.715 -1.184 -4.939  0.87
4 C -0.219 -0.776 -3.322  -1.10
5 S -0.594 0.753 -2.620  0.54
6 N 0.471 -1.748 -2.771  -0.12
7 N 0.860 -1.599 -1.494  -0.16
8 C 1.842 -2.348 -1.124  -0.11
9 C 2.472 -2.182 0.177  -0.28
10 C 3.551 -3.002 0.517  0.00
11 C 4.197 -2.818 1.723  -0.04
12 C 3.755 -1.805 2.563  -0.04
13 C 2.688 -1.030 2.150  -0.14
14 N 2.039 -1.198 0.997  0.01
15 H -1.816 0.104 -6.560  0.04
16 H -0.763 1.139 -5.559  0.03
17 H -2.339 0.601 -4.928  0.01
18 H 2.273 -3.058 -1.827  0.13
19 H 3.872 -3.764 -0.180  0.12
20 H 5.033 -3.445 2.003  0.12
21 H 4.230 -1.618 3.516  0.11
22 H 2.336 -0.217 2.776  0.10
23 N -0.699 0.469 2.662  -0.05
24 C -1.433 -0.683 3.229  -0.26
25 C -0.762 -1.989 2.833  -0.25
26 N -0.865 -2.177 1.371  -0.05
27 H 0.115 0.636 3.245  0.06
28 H -1.270 1.301 2.770  0.07
29 H -2.444 -0.676 2.819  0.08
30 H -1.515 -0.629 4.318  0.12
31 H -1.226 -2.808 3.388  0.12
32 H 0.294 -1.958 3.105  0.10
33 H -1.823 -2.443 1.166  0.06
34 H -0.307 -2.980 1.098  0.08
35 C 1.950 2.641 1.712  -0.07
36 O 0.809 2.332 0.920  -0.33
37 C 0.761 3.092 -0.285  -0.20
38 C 1.867 2.676 -1.250  -0.22
39 O 2.079 1.281 -1.097  -0.35
40 C 2.980 0.799 -2.087  -0.07
41 H 2.046 3.722 1.832  0.10
42 H 2.861 2.235 1.268  0.10
43 H 1.795 2.199 2.695  0.08
44 H 0.835 4.159 -0.060  0.14
45 H -0.220 2.892 -0.720  0.09
46 H 2.803 3.206 -1.042  0.13
47 H 1.554 2.904 -2.273  0.12
48 H 3.869 1.434 -2.131  0.10
49 H 2.496 0.785 -3.067  0.09
50 H 3.271 -0.209 -1.808  0.08
51 C -3.694 1.234 -1.418  -0.33
52 P -3.037 0.426 0.091  0.73
53 C -3.977 1.392 1.346  -0.29
54 C -4.040 -1.116 0.047  -0.29
55 H -4.780 1.326 -1.344  0.05
56 H -3.438 0.638 -2.291  0.01
57 H -3.258 2.224 -1.547  0.04
58 H -5.039 1.368 1.098  0.05
59 H -3.642 2.430 1.339  0.04
60 H -3.845 0.992 2.352  0.02
61 H -5.063 -0.892 -0.257  0.05
62 H -4.076 -1.590 1.030  0.03
63 H -3.610 -1.814 -0.673  0.04